28
Properties=species:S:1:pos:R:3:forces:R:3 method="wB97M-V/def2-TZVPD" gap_ev="8.43 / 8.75" energy_ev=-69701.42203 spin_multiplicity=3 de_lowest_kcal_mol=0.0 e_homo_ev="-9.1 / -9.1" charge=0
F -1.5116 7.2926 -0.2529 0.0239 -0.0985 0.0029
H -2.8178 -1.3952 1.7024 0.0182 -0.1007 0.0377
C 1.1464 4.9874 0.5090 0.1871 -0.0092 0.0757
H 1.4946 -0.4396 3.1863 0.0040 -0.0875 0.0257
N -1.5330 -0.7788 0.0710 -0.5026 -0.3361 0.2117
C -2.1507 -0.5849 1.4269 0.1940 -0.0616 -0.1540
F 1.0281 7.3290 0.6807 -0.0365 -0.0774 -0.0168
F -2.6946 4.9730 -0.9038 0.0816 -0.0362 0.0183
F 2.3960 4.9925 0.9689 -0.0848 -0.0363 -0.0274
C 0.4525 6.1720 0.3623 0.0949 0.2188 0.0517
V -0.0272 0.6522 0.0598 -0.4219 0.8190 -0.6744
C -0.9876 -0.4718 2.4157 0.3058 0.0682 -0.2276
C 2.2936 -0.1057 1.1755 -0.5043 0.0070 -0.2080
C 1.3819 0.2690 2.3692 -0.2818 -0.0671 -0.2409
C 0.5156 3.8103 0.1731 0.2001 -0.0920 0.0654
N 0.0032 0.3092 1.8694 0.0933 -0.2214 1.3397
C -0.7729 3.7375 -0.3129 -0.1210 -0.2029 -0.0753
H -1.1615 -1.7235 0.0128 0.0101 -0.0129 -0.0143
O -0.9662 -1.0480 3.4774 -0.0092 0.0335 0.1120
O 3.4680 -0.2818 1.2815 0.1788 -0.0671 -0.0387
C -1.4416 4.9457 -0.4451 -0.2286 0.0544 -0.0799
C -0.8441 6.1480 -0.1144 -0.1262 0.1532 -0.0325
H -2.7010 0.3529 1.4107 -0.0761 0.0540 -0.0360
O 1.5989 -0.1714 0.0107 1.5486 -0.5327 0.2376
H -2.2308 -0.6906 -0.6617 -0.0582 0.0026 0.0329
F 1.2210 2.6536 0.3246 -0.0187 -0.1394 -0.0175
H 1.7113 1.2461 2.7211 -0.0081 0.0421 0.0685
S -1.4964 2.1932 -0.7662 -0.4625 0.7263 -0.4365

---

13
Properties=species:S:1:pos:R:3:forces:R:3 method="wB97M-V/def2-TZVPD" gap_ev=10.55 energy_ev=-9271.57935 de_lowest_kcal_mol=44.3 e_homo_ev=-10.3 charge=0
C 1.3490 -0.5046 -0.6238 0.4366 -0.0517 -0.2179
H -2.2976 0.3626 -1.1485 0.0745 0.0067 0.1171
H -1.0973 1.5609 -0.6257 -0.0482 -0.1354 0.0279
H -2.2273 0.8532 0.5535 0.1259 -0.0499 -0.1108
N 1.0138 0.3201 1.7690 -0.2440 -0.1718 -0.3556
H 0.1781 0.4377 2.3485 0.1948 0.1054 0.1696
C -0.6435 -0.4769 -0.0635 -0.2895 0.0397 0.1216
H -1.1385 -1.3685 0.3387 0.0795 0.0912 -0.0946
O 0.1555 -0.8267 -1.2295 0.0683 -0.0283 -0.1718
C 0.6475 -0.1160 0.6494 0.0155 0.1086 0.3331
H 3.1986 -0.2911 -0.4868 -0.0623 -0.0243 -0.0158
N 2.4838 -0.5961 -1.1451 -0.3334 0.0783 0.2400
C -1.6222 0.6454 -0.3362 -0.0178 0.0315 -0.0429

---

64
Properties=species:S:1:pos:R:3:forces:R:3 method="wB97M-V/def2-TZVPD" gap_ev="6.36 / 5.37" energy_ev=-77664.37026 spin_multiplicity=4 de_lowest_kcal_mol=129.1 e_homo_ev="-10.1 / -10.1" charge=+1
H 0.4391 -2.4170 -4.2668 -0.0857 -0.0475 0.0036
C 3.4056 0.8128 1.6896 0.9144 -0.6494 -0.8395
O -1.1050 -2.1145 -1.4112 -0.6269 -2.0146 0.4692
H 3.6970 -1.2103 0.9654 -0.1326 0.0549 0.0904
H 2.4118 3.2040 1.5064 0.1097 -0.2260 0.1855
C 3.2371 -0.7125 1.8246 1.2189 0.3786 0.3399
C -1.2642 2.7946 2.8060 -1.0943 -0.0872 -0.2341
H -3.6466 0.5457 1.7048 0.0940 -0.0678 -0.0581
C -2.7565 0.2305 1.1500 -0.0905 -0.6632 -0.2879
C 1.0297 -2.3745 -3.3516 0.1105 -0.0062 0.0361
H 1.8872 -3.0437 1.4136 -0.0686 0.2393 -0.0112
V 0.6688 0.5566 1.9942 -0.6193 0.5970 -4.2133
H -0.5953 -3.0474 0.9881 0.1105 0.2008 0.0343
C -1.8104 -0.0694 -2.9728 0.7036 -0.3979 0.1358
H -2.3926 0.6700 -2.4258 -0.0439 0.1072 0.0308
C -3.6387 -0.5174 -4.6115 0.1442 -0.1279 0.1736
H 1.3983 -1.9098 0.1000 0.1266 0.0102 0.1830
H 1.0116 2.7428 4.1914 -0.0322 0.2085 -0.2119
H -2.6342 -1.8739 1.6328 0.1789 0.1247 -0.0119
S -0.6292 -0.7564 -1.7186 -0.5013 0.3013 -0.5474
O -0.5378 -0.3254 4.2174 -0.5300 -0.6048 0.7511
H -3.2674 -1.6255 -2.7997 0.1052 -0.1106 -0.0129
O 0.8496 2.6958 -0.1100 0.1789 1.0714 0.5588
H 3.7282 -1.0524 2.7492 -0.2084 -0.0231 -0.2919
O 0.3934 0.3567 3.6526 -0.1701 -0.0408 4.0177
H -3.0520 -0.0961 0.1439 -0.0067 0.0739 0.2146
H -1.4956 2.0803 3.6118 0.1277 0.2210 -0.0521
H -1.1988 0.4505 -3.7050 -0.1261 0.1490 -0.1836
O -0.7599 -1.0234 1.3467 0.6132 0.5872 0.3942
O 0.1042 1.5226 -1.7312 0.3989 0.9152 -0.0488
H -1.8974 3.3014 0.8218 -0.1647 -0.0659 0.1819
H -2.0748 -1.8940 -4.0681 -0.0191 -0.1005 0.0935
O 1.8561 -1.0345 1.9214 0.0940 0.3373 0.0802
O 0.0652 2.6157 2.3538 0.1568 -0.3691 -0.1016
N 0.6146 1.6283 -0.6269 -0.3248 1.0587 -2.3045
H 0.9117 -0.1920 -3.4570 0.2563 0.0202 -0.0817
O 0.9570 0.5729 -0.0263 1.1043 -1.1374 1.5553
H -3.0807 -0.0951 -5.4442 -0.0025 0.0694 -0.1099
H 3.2265 1.1295 0.6513 0.0064 0.0137 0.3068
C -2.0810 -0.9534 1.8570 -0.7514 0.4741 0.2240
H -1.4065 3.8235 3.1601 0.0442 -0.1891 -0.0159
C 2.4846 -2.7110 -3.6665 -0.2497 0.0449 -0.1408
H 0.9494 4.2705 3.2312 0.0072 -0.2391 -0.0104
C -2.6918 -1.1350 -3.5856 -0.0661 0.1653 -0.1732
O 2.4574 1.4067 2.5480 -0.3338 -0.3241 0.1034
C -0.1173 -2.2619 1.5874 0.4037 -0.8582 0.0930
H 0.6264 -3.1232 -2.6684 -0.1517 0.0389 -0.0096
H 2.9346 -1.9346 -4.2800 0.1388 0.0507 -0.0976
H 3.2495 3.2386 3.1017 -0.2054 -0.1541 -0.0597
C 0.9137 -0.9980 -2.7288 -0.7032 0.1717 0.0415
O -1.8431 1.2991 0.9792 0.4951 -0.0284 0.4800
C 1.0698 3.1802 3.1806 0.7436 0.2465 0.3983
H -4.3165 -1.2726 -4.9971 -0.1239 -0.0316 -0.1128
H -0.1837 -2.5089 2.6578 0.0116 0.0283 -0.1465
H -2.0280 -0.8109 2.9522 -0.2292 -0.1349 -0.4758
H 4.4224 1.1092 1.9836 -0.2174 -0.1382 -0.0260
H 2.5395 -3.6497 -4.2099 0.1038 -0.1089 -0.0572
C 1.3437 -2.1203 1.1753 -0.9115 -1.1512 -0.6895
H 1.7249 -0.8287 -2.0212 0.0886 0.0953 0.0686
H 3.0749 -2.8125 -2.7582 0.0743 0.0166 0.1319
C -2.1475 2.5447 1.5762 0.2286 0.5505 0.0833
H -3.2080 2.6210 1.8382 0.1291 0.0125 -0.0049
C 2.4057 2.8218 2.5356 -0.3254 1.3797 0.1760
H -4.2283 0.2772 -4.1581 -0.1052 0.0838 -0.0142

---

73
Properties=species:S:1:pos:R:3:forces:R:3 method="wB97M-V/def2-TZVPD" gap_ev=6.02 energy_ev=-50704.02114 de_lowest_kcal_mol=62.1 e_homo_ev=-10.8 charge=+1
O 3.9284 0.0906 -0.7433 -0.0394 0.0692 -0.0142
C -2.7825 3.5305 -0.2897 -0.0401 -0.0065 0.0866
C -4.1160 -2.7335 1.4370 0.0234 0.0332 0.0093
C 1.1038 1.2000 -3.1283 0.0364 -0.1420 -0.0915
H 2.0948 -3.2215 -2.8626 -0.0391 -0.0185 0.0254
C 3.6671 -0.4744 2.1199 -0.0554 -0.0309 -0.0286
H 4.3922 2.5796 -0.5588 -0.0250 -0.0013 0.0180
C 1.8378 1.4466 -1.9614 0.0547 0.1490 -0.2984
C -1.7234 -3.4130 1.5973 -0.0341 0.1871 0.1192
C -0.6090 3.2111 0.3150 0.2167 -0.1409 0.0555
H 2.8407 2.6520 0.2773 -0.0169 0.0504 0.0176
H -0.9526 0.6495 -2.8082 -0.0234 -0.0167 -0.0635
H 0.1736 -0.7054 -2.6477 0.0055 -0.0362 -0.0123
H 0.8128 1.7708 -5.1644 0.0012 -0.0140 0.0007
C 1.3618 1.9739 -4.2534 -0.0329 0.0373 -0.0329
H 1.1186 -2.9605 1.5356 -0.0565 -0.0702 -0.0215
Ta -0.1788 0.2467 0.1179 1.2355 -0.7785 -0.6317
H -4.3539 -3.7811 1.3037 0.0091 -0.0025 -0.0044
H 4.0820 -0.9520 4.1711 -0.0050 -0.0003 0.0080
H 1.6469 -1.0261 4.8096 -0.0023 -0.0383 -0.0106
H -5.6266 0.2588 1.8365 0.0109 0.0060 -0.0074
H -1.2301 -3.4202 2.5711 0.0540 -0.0504 0.0174
N -1.1005 -0.5894 1.7879 0.3422 0.5662 -0.6573
C -3.5126 -0.0467 1.8783 0.2402 0.0376 0.0724
C -5.1350 -1.7926 1.4889 0.0011 -0.0068 0.0109
H -6.1630 -2.1070 1.3664 -0.0083 0.0316 0.0230
C 3.3126 -0.7502 3.4380 0.0053 0.0114 -0.0743
C 2.9123 3.3152 -3.0302 -0.0690 -0.0495 -0.0666
C 2.6577 -0.1884 1.2236 0.0309 0.1086 0.0758
H -0.2214 -0.0657 -4.2365 -0.0687 -0.0802 0.0174
H 2.4792 3.5840 -5.1145 -0.0181 0.0282 0.0243
C -2.3349 2.5447 -1.1003 -0.0948 -0.0316 -0.0028
C 3.3786 2.9813 -0.6133 0.0693 -0.0266 -0.0849
H 4.6931 -0.4700 1.7800 -0.0008 0.0187 -0.0037
C 2.8506 0.1882 -0.2161 0.3686 -0.2869 0.1727
H 2.5754 -3.2336 0.5795 0.0104 0.0238 -0.0731
O -0.9423 -1.0696 4.0454 -0.0434 0.0336 -0.1091
H -0.9702 -3.2383 0.8335 -0.0825 -0.0793 0.2510
C 1.0242 -0.5379 2.8346 0.0226 -0.1511 0.1129
H 3.4457 4.0674 -0.5825 -0.0062 0.0056 0.0259
C -2.7907 -2.3564 1.5732 0.0778 -0.0903 -0.1475
H 3.5782 4.1673 -2.9773 0.0232 -0.0195 0.0204
H -1.7134 -2.8877 -0.9818 0.0792 0.0486 -0.0851
H -1.8146 4.6945 1.3662 0.0891 0.0148 -0.0018
C -0.0274 0.2078 -3.2011 0.1341 0.1424 0.0872
H -0.2629 2.3832 -1.6431 -0.0372 -0.0594 0.0840
H -1.0621 -2.7836 -2.6191 0.0982 0.0668 -0.0168
C -2.4882 -0.9909 1.7352 -0.2911 0.1092 -0.2669
C 1.4878 -3.3219 0.5774 -0.1027 0.1336 -0.0983
C 2.6971 2.5559 -1.8873 0.0377 -0.0788 0.1669
H -2.1650 -4.3935 1.4334 0.0391 -0.0341 -0.0185
H 2.1663 -1.4612 -2.8340 -0.0327 -0.0184 -0.0339
Si 0.7743 -2.4330 -0.9381 -0.8898 0.7543 0.1959
H 3.1409 -2.3864 -1.7133 -0.0341 -0.0152 0.0578
H 1.2418 -4.3853 0.5099 0.0065 -0.0066 0.0068
H -2.1946 1.6212 2.3200 -0.0065 0.0540 -0.0392
N 1.3802 -0.2079 1.5956 -0.3768 0.4497 -0.2765
C 2.2811 3.0065 -4.2215 -0.0109 -0.0017 0.0045
N 1.6704 0.6233 -0.7889 -0.9272 0.5498 0.7691
C -3.2531 1.3716 2.2917 -0.0046 -0.0523 0.0423
C 1.9723 -0.7900 3.8061 -0.0654 0.0099 -0.0412
H -3.6562 1.5288 3.2938 0.0211 0.0012 0.0046
H -0.7694 -4.2206 -1.6504 -0.1001 -0.0062 -0.0491
H 0.3705 3.3160 0.7661 -0.0139 0.0817 0.0068
C -0.9216 2.2615 -0.7789 0.2571 -0.9191 0.4372
H -3.7655 3.9795 -0.2956 -0.0202 -0.0672 -0.0590
C -4.8318 -0.4701 1.7343 -0.0762 0.0141 -0.0487
H -3.7523 2.0624 1.6195 -0.0155 0.0909 -0.0260
H -2.8737 2.0850 -1.9168 -0.0647 -0.0157 0.0582
C -1.7148 3.9332 0.6063 -0.1439 -0.1025 -0.0284
C -0.8530 -3.1288 -1.6057 0.4135 -0.3682 -0.0943
C 2.1689 -2.3507 -2.2050 -0.2436 0.1232 0.0712
C -0.4563 -0.7437 2.9924 0.2047 -0.1269 0.4632